# 1
{
  "formula": "C23H42ClN5O5",
  "method": "ωB97M-V with the def2-TZVPD basis set",
  "multiplicity": 1,
  "charge": -2,
  "elements": ["Cl", "O", "O", "O", "O", "C", "C", "C", "O", "H", "H", "H", "H", "H", "H", "H", "C", "C", "C", "C", "N", "H", "H", "H", "H", "H", "H", "H", "C", "C", "C", "C", "N", "H", "H", "H", "H", "H", "H", "H", "C", "C", "C", "C", "N", "H", "H", "H", "H", "H", "H", "H", "C", "C", "C", "C", "N", "H", "H", "H", "H", "H", "H", "H", "C", "C", "C", "C", "N", "H", "H", "H", "H", "H", "H", "H"],
  "positions_angstrom": [[0.14807, 0.53969, -1.36859], [-0.98262, 1.18517, -0.70227], [0.27795, -0.76883, -0.81390], [-0.17177, 0.46859, -2.78287], [1.33236, 1.30417, -1.14198], [0.95102, -8.25121, 0.52447], [0.29949, -6.97312, 1.00972], [1.34024, -5.89439, 1.38378], [-0.46002, -6.37351, 0.05726], [0.15798, -8.85064, 0.07738], [1.44253, -8.71020, 1.38229], [1.72305, -7.99523, -0.20116], [-0.30949, -7.12317, 1.90119], [2.26895, -5.81733, 0.81839], [1.87272, -6.16861, 2.29448], [1.12485, -4.82790, 1.44953], [3.23884, 3.61668, 5.01400], [2.65305, 2.88019, 3.80761], [1.29444, 2.27324, 3.98602], [0.16784, 3.07116, 4.35689], [-0.62860, 3.71426, 4.80340], [3.43472, 3.04123, 5.91875], [2.68641, 4.49884, 5.33763], [4.18014, 4.03340, 4.65569], [3.36519, 2.19109, 3.35363], [2.61649, 3.59914, 2.98913], [1.31715, 1.38539, 4.61793], [1.01529, 1.88762, 3.00546], [-1.94205, -3.52729, 4.36116], [-2.75500, -2.26584, 4.38833], [-2.82336, -1.38722, 3.14648], [-2.91122, -2.31549, 1.98165], [-2.99180, -3.05118, 1.07050], [-0.96497, -3.32355, 3.92308], [-2.44200, -4.33963, 3.83367], [-1.75252, -3.80697, 5.39748], [-2.37629, -1.58012, 5.14625], [-3.78830, -2.44801, 4.68361], [-1.82624, -0.94857, 3.10855], [-3.60096, -0.62674, 3.21790], [0.53304, 5.19129, -4.43335], [2.03347, 5.32064, -4.79257], [2.31558, 5.38909, -6.30547], [1.92172, 6.63843, -6.93751], [1.50643, 7.59443, -7.42671], [0.50981, 5.04377, -3.35362], [0.08938, 4.28862, -4.85340], [0.01040, 6.07988, -4.78742], [2.56803, 4.47154, -4.36670], [2.53799, 6.23441, -4.47857], [1.77411, 4.63693, -6.87920], [3.33973, 5.12037, -6.56431], [-4.30138, 4.98348, -0.69896], [-4.71263, 5.26498, 0.74049], [-4.59306, 4.00228, 1.77578], [-5.68449, 2.99005, 1.54806], [-6.51427, 2.23504, 1.45018], [-4.16989, 5.92134, -1.23860], [-5.07146, 4.39060, -1.19251], [-3.35902, 4.43687, -0.73460], [-5.73491, 5.64316, 0.73938], [-4.06161, 6.03678, 1.15108], [-4.62508, 4.41616, 2.78363], [-3.59914, 3.55526, 1.79600], [3.41446, -5.49350, -3.35383], [3.12821, -4.02834, -3.14560], [2.13969, -3.50014, -4.11574], [0.74708, -3.89898, -3.85302], [-0.35189, -4.20482, -3.59577], [4.07330, -5.90883, -2.59124], [3.87639, -5.69111, -4.32114], [2.51406, -6.09198, -3.21542], [4.03034, -3.42905, -3.26862], [2.83051, -3.76045, -2.13184], [2.41928, -3.76968, -5.13420], [2.28429, -2.42365, -4.20721]],
  "atomic_forces_ev_per_a": [[-2.7297, -0.2228, 0.1071], [0.4501, 0.3304, -0.0379], [0.5962, -0.5318, -0.0369], [0.6666, 0.0840, 0.0759], [1.1615, 0.6901, -0.0623], [0.2372, 0.2053, 0.5883], [-0.4527, 3.3704, -2.0475], [2.2699, -0.3146, 1.2217], [-0.4874, -0.8799, -0.5095], [0.2126, -0.2425, 0.0589], [0.1177, -0.7102, 0.0928], [-0.1117, -0.0510, -0.2770], [-0.1637, -0.7229, 1.0191], [-0.0742, -0.5897, -1.4269], [-0.1443, -0.0264, 1.2584], [-1.2470, -0.2821, 0.1218], [0.5901, 0.3749, -0.2896], [0.4428, 1.4636, 0.0720], [-0.0964, -1.9406, -1.4672], [3.2004, -1.3704, -0.4456], [-3.4482, 2.5584, 1.4534], [-0.0432, -0.3699, -0.2001], [-0.5019, -0.1399, -0.1990], [0.3157, -0.0678, 0.2851], [-0.1631, -0.6144, 0.6125], [-0.3840, 0.3721, 0.0391], [0.0125, 0.0630, 0.2490], [0.0065, -0.3623, -0.2167], [0.3433, 0.1261, 0.1216], [-1.2480, 1.0984, 0.9835], [1.3249, -1.6519, -0.7441], [-0.7466, -0.7154, -2.3183], [0.0991, 1.8437, 2.4808], [0.0148, -0.2552, -0.2533], [0.2315, 0.0712, -0.0745], [-0.0694, -0.3120, 0.0113], [0.1346, -0.1195, 0.3915], [-0.0978, -0.4058, 0.1653], [-0.1351, 0.5273, -0.5055], [0.0732, -0.1820, -0.3375], [1.2943, 0.2131, 0.0482], [-0.0616, -0.1272, -0.8868], [-0.1891, -1.1215, -0.6082], [-0.2688, 0.5290, -0.0262], [0.2748, -0.1898, 0.1248], [-0.4701, 0.3879, 0.0143], [0.1236, 0.0658, -0.2199], [-0.2839, -0.0881, 0.3158], [0.0888, 0.0303, -0.1115], [-0.4221, 0.0319, 0.9328], [-0.3895, -0.2825, 0.2138], [0.2752, 0.4878, 0.2505], [-0.0181, -0.3439, 0.3181], [0.5006, -1.3122, 0.9558], [-0.7566, 1.1529, -1.2285], [3.4286, 2.8249, 0.8983], [-2.2552, -1.8872, -0.4043], [-0.0817, -0.0079, -0.0595], [0.1235, -0.0476, -0.1451], [-0.0083, -0.0360, -0.0918], [-0.0374, -0.0494, 0.3206], [-0.0427, 0.0328, 0.1194], [-0.7166, -0.0952, 0.0766], [-0.0976, -0.2906, -0.7568], [0.0349, -0.6457, 0.8208], [0.9908, 0.1631, 0.7952], [-0.5138, 0.8054, -1.1588], [-2.1029, -0.2526, 0.5601], [2.4411, 0.5966, -0.8345], [0.2789, 0.2247, 0.0615], [-0.1620, 0.0168, -0.1521], [-0.2226, 0.0618, -0.3647], [0.3329, -0.1112, -0.2238], [-0.3093, -0.4614, 0.0940], [-0.1416, -0.6602, -0.1611], [-0.7934, 0.2871, 0.5532]]
}

=====

# 2
{
  "formula": "C6H7AgNS2",
  "method": "ωB97M-V with the def2-TZVPD basis set",
  "multiplicity": 1,
  "charge": -1,
  "elements": ["Ag", "S", "C", "C", "C", "C", "C", "C", "S", "H", "H", "H", "H", "N", "H", "H", "H"],
  "positions_angstrom": [[0.03928, 3.01462, 0.60811], [-1.55712, 1.19812, 1.13420], [-0.94177, 0.04384, -0.06807], [-1.68357, -1.14758, -0.18795], [-1.34640, -2.16921, -1.05615], [-0.22689, -2.02133, -1.86855], [0.51395, -0.85727, -1.78241], [0.20353, 0.19501, -0.89901], [1.31743, 1.57831, -0.95213], [-2.55932, -1.24884, 0.44345], [-1.95365, -3.06680, -1.10110], [0.06406, -2.80010, -2.56515], [1.38353, -0.72776, -2.41719], [1.58143, 2.22004, 2.57662], [2.14102, 1.72950, 1.88565], [0.85862, 1.57897, 2.88745], [2.16586, 2.48048, 3.36222]],
  "atomic_forces_ev_per_a": [[0.0120, -0.4074, -0.0527], [0.0515, 0.0829, -0.0714], [0.0375, -0.0662, -0.0729], [0.0492, 0.1009, 0.0263], [0.0213, 0.0446, 0.0029], [-0.0082, 0.0430, 0.0268], [-0.0077, 0.0948, 0.0692], [-0.0704, -0.0795, 0.0006], [-0.0952, 0.0616, 0.0389], [0.0187, 0.0005, -0.0051], [0.0028, 0.0096, 0.0015], [-0.0021, 0.0076, 0.0044], [-0.0110, -0.0043, 0.0157], [0.0918, 0.1470, 0.1324], [-0.0509, 0.0218, -0.0608], [-0.0465, 0.0181, -0.0625], [0.0074, -0.0751, 0.0067]]
}

=====

# 3
{
  "formula": "C3H11N3",
  "method": "ωB97M-V with the def2-TZVPD basis set",
  "de_lowest_kcal_mol": 32.2,
  "smiles": "[H]/N=C/N.CNC",
  "multiplicity": 1,
  "elements": ["H", "N", "C", "N", "H", "H", "H", "C", "N", "C", "H", "H", "H", "H", "H", "H", "H"],
  "positions_angstrom": [[-1.31429, 2.24209, 2.59305], [-1.67175, 1.40820, 2.13276], [-0.63971, 0.71938, 1.79863], [-0.69712, -0.48766, 1.17595], [0.34908, 1.16839, 1.92541], [0.01364, -0.62474, 0.45651], [-1.56789, -0.97531, 1.28470], [1.56138, 0.54647, -1.79739], [1.20828, -0.71303, -1.14785], [-0.09402, -1.29226, -1.57022], [1.36417, 0.47647, -2.86864], [2.59538, 0.85479, -1.63402], [0.98622, 1.32040, -1.30116], [1.85217, -1.47562, -1.01207], [-0.14824, -1.75699, -2.55730], [-0.45512, -1.96084, -0.79144], [-0.76148, -0.42564, -1.54377]],
  "atomic_forces_ev_per_a": [[-0.3318, 0.0724, 0.0475], [0.5532, -0.5709, 0.3474], [-0.6541, 1.2041, -0.3215], [0.6150, 0.5287, 0.8405], [0.2413, -0.4402, -0.1732], [-0.2417, -0.3990, 0.4568], [-0.0544, -0.0945, -0.6530], [0.2630, -0.7788, 0.2741], [-1.1579, -1.0548, 0.4053], [0.3955, 1.4345, 0.2958], [-0.0008, 0.4372, -0.0931], [0.0796, -0.4716, -0.0344], [-0.4300, 0.2769, -0.3583], [0.7350, 0.5565, -0.4133], [0.2751, -0.0361, -0.0347], [0.0661, -0.3610, -0.2918], [-0.3531, -0.3032, -0.2939]]
}

=====

no.,frontier orbital gap (eV)
1,3.634
2,6.217
3,9.838